(1)
C3H7BrO4 | wB97M-V/def2-TZVPD

```
15
Properties=species:S:1:pos:R:3:nbo_charge:R:1
C 2.699 1.129 -0.388 -0.741
C 1.328 0.663 -0.126 0.815
C -1.632 -1.938 0.199 0.656
O 0.720 1.438 0.861 -0.697
O 0.771 -0.337 -0.580 -0.602
O -2.815 -2.114 0.297 -0.586
O -0.715 -2.771 -0.331 -0.684
Br -4.920 1.187 0.111 -0.219
H 3.378 0.354 -0.411 0.251
H 3.090 1.846 0.435 0.228
H 2.708 1.652 -1.401 0.257
H 0.995 2.392 0.830 0.496
H -1.140 -1.025 0.600 0.103
H -4.593 -0.132 0.311 0.217
H 0.126 -2.344 -0.407 0.507
```

## Properties
LUMO: 0.005 Eh
Frontier orbital gap: 0.382 Ha
Highest occupied orbital energy: -10.266 eV
2S+1: 1
Largest force on an atom: 3.53 eV Å⁻¹
M: 186.989 g/mol

(2)
C3H7Cl2P | wB97M-V/def2-TZVPD

```
13
Properties=species:S:1:pos:R:3:nbo_charge:R:1
C -0.262 -0.133 1.175 -0.697
C 0.409 1.338 -0.688 -0.408
C 0.585 0.021 -0.034 -0.275
P 1.763 -1.121 -0.567 0.368
Cl 0.179 2.576 0.634 -0.092
Cl -1.354 -1.623 -1.727 -0.269
H -0.095 -1.143 1.595 0.224
H 0.026 0.423 2.072 0.255
H -1.229 0.058 0.657 0.215
H 1.276 1.664 -1.153 0.229
H -0.333 1.346 -1.399 0.223
H -2.416 -1.313 -1.011 0.277
H 1.450 -2.092 0.446 -0.050
```

## Properties
LUMO: -0.002 Eh
Frontier orbital gap: 0.325 Ha
ΔE to the lowest compared entry with this formula, charge and spin: 107.0 kJ/mol
Highest occupied orbital energy: -8.885 eV
2S+1: 1
Largest force on an atom: 3.04 eV Å⁻¹
M: 144.969 g/mol

(3)
C3H7Cl2P | wB97M-V/def2-TZVPD

```
13
Properties=species:S:1:pos:R:3:nbo_charge:R:1
C -0.993 -1.719 1.288 -0.586
C 0.197 -1.302 0.478 -0.479
C 0.563 0.144 0.666 -0.108
P 0.656 2.810 -2.048 0.101
Cl 2.084 0.582 0.408 0.115
Cl -0.562 1.384 0.219 0.022
H -1.124 -1.255 2.196 0.210
H -0.980 -2.736 1.448 0.211
H -1.956 -1.458 0.700 0.201
H 1.059 -1.817 0.771 0.220
H -0.062 -1.641 -0.509 0.220
H 0.258 4.099 -2.149 -0.065
H 0.861 2.910 -3.467 -0.063
```

## Properties
LUMO (alpha / beta): -0.039 / -0.006 Eh
Frontier orbital gap (alpha / beta): 0.251 / 0.311 Ha
ΔE to the lowest compared entry with this formula, charge and spin: 319.6 kJ/mol
Highest occupied orbital energy (alpha / beta): -7.882 / -8.621 eV
2S+1: 1
Largest force on an atom: 3.85 eV Å⁻¹
M: 144.969 g/mol

(4)
C3H7Cl5Si2 | wB97M-V/def2-TZVPD

```
17
Properties=species:S:1:pos:R:3:nbo_charge:R:1
C -0.544 0.528 -0.346 -0.896
C 0.513 0.080 0.603 -0.553
C 2.126 1.017 -0.060 -0.266
Si 0.817 -1.751 0.290 0.896
Si -2.452 0.095 -0.074 1.412
Cl 2.027 1.292 -1.784 0.013
Cl 1.978 2.455 0.933 -0.004
Cl -3.000 -1.742 -1.111 -0.389
Cl -2.867 -0.003 1.867 -0.328
Cl -3.545 1.529 -1.038 -0.344
H -0.335 0.085 -1.257 0.239
H -0.548 1.613 -0.565 0.255
H 0.388 0.533 1.562 0.232
H 2.890 0.338 0.240 0.214
H 0.732 -1.742 -1.153 -0.149
H -0.183 -2.521 0.803 -0.170
H 2.004 -1.807 1.089 -0.161
```

## Properties
LUMO: 0.016 Eh
Frontier orbital gap: 0.366 Ha
ΔE to the lowest compared entry with this formula, charge and spin: 599.5 kJ/mol
Highest occupied orbital energy: -9.521 eV
2S+1: 1
Largest force on an atom: 4.66 eV Å⁻¹
M: 276.526 g/mol

(5)
C3H7ClN | wB97M-V/def2-TZVPD

```
12
Properties=species:S:1:pos:R:3:nbo_charge:R:1
C 0.777 -1.257 -0.101 -0.387
C 0.379 0.160 -0.518 -0.131
C 1.547 -0.056 0.421 -0.253
N -0.896 0.836 -0.115 -0.661
Cl 3.172 0.239 -0.067 0.087
H 0.091 -1.846 0.641 0.246
H 1.122 -1.827 -0.835 0.242
H 0.760 0.370 -1.432 0.248
H 1.298 0.182 1.698 0.252
H -1.331 0.453 0.774 0.452
H -1.647 0.817 -0.851 0.466
H -0.772 1.719 0.251 0.439
```

## Properties
LUMO: -0.150 Eh
Frontier orbital gap: 0.388 Ha
ΔE to the lowest compared entry with this formula, charge and spin: 187.3 kJ/mol
Highest occupied orbital energy: -14.615 eV
Total charge: +1
2S+1: 1
Largest force on an atom: 5.95 eV Å⁻¹
M: 92.549 g/mol

(6)
C3H7ClN2S | wB97M-V/def2-TZVPD

```
14
Properties=species:S:1:pos:R:3:nbo_charge:R:1
C 0.875 0.422 -0.033 -0.121
C -0.709 0.134 -1.831 -0.416
C 0.411 -1.431 2.328 -0.778
N -0.331 3.466 -0.625 -0.371
N -0.119 -0.324 -0.556 -0.607
S 1.312 -0.005 1.550 0.262
Cl 1.038 3.343 -1.264 0.380
H -0.999 -0.664 -2.491 0.195
H -1.627 0.710 -1.693 0.204
H 0.063 0.611 -2.428 0.219
H 0.278 -1.311 3.384 0.239
H 0.914 -2.476 2.055 0.226
H -0.530 -1.352 1.763 0.199
H -0.575 -1.123 -0.160 0.370
```

## Properties
LUMO (alpha / beta): -0.015 / -0.017 Eh
Frontier orbital gap (alpha / beta): 0.306 / 0.306 Ha
ΔE to the lowest compared entry with this formula, charge and spin: 585.2 kJ/mol
Highest occupied orbital energy (alpha / beta): -8.738 / -8.788 eV
2S+1: 1
Largest force on an atom: 3.51 eV Å⁻¹
M: 138.623 g/mol